1.
Molecular formula: C29H51F3N6O10P
Method: DFT, wB97M-V/def2-TZVPD

Values from the calculation:
net charge = +1
lowest unoccupied orbital energy = -2.87 eV
highest occupied orbital energy = -10.759 eV
E_tot = -2857.3106 Ha
HOMO-LUMO gap = 0.290 Ha

```
100
Properties=species:S:1:pos:R:3:forces:R:3
C -1.5622 4.3250 -0.1755 0.04 -0.46 -0.14
C -2.2697 3.1346 0.3709 0.37 0.21 -0.62
O -3.3528 3.1433 0.8348 -1.16 -0.11 0.86
O -1.5511 1.9529 0.2552 0.63 0.20 0.15
C -1.2103 1.4193 1.5097 0.27 -0.29 -0.61
N -0.4839 0.1458 1.2417 -0.89 0.44 0.22
C -1.2504 -0.8799 1.7855 0.63 0.33 0.43
N -2.1371 -1.5446 1.1304 -0.13 0.29 -0.35
C -2.4968 -1.2814 -0.2637 -0.53 -0.25 -0.18
C -3.9299 -0.7164 -0.4666 0.27 0.26 -0.23
O -3.9339 0.6286 -0.8489 0.05 0.05 0.16
C -4.7957 -0.8088 0.7774 -0.53 0.46 -0.67
F -6.0401 -0.4431 0.4926 -0.14 -0.04 0.05
F -4.8343 -2.0690 1.2314 0.13 -0.47 0.27
F -4.3575 -0.0193 1.7558 0.24 0.12 0.44
N -0.8894 -1.0997 3.0891 0.45 -1.02 -0.28
P -1.2205 -2.6490 3.7855 -0.36 -0.49 0.28
O -1.4773 -3.7024 2.7923 -0.22 0.01 -0.25
C 0.4498 -0.4635 3.2830 -0.18 0.15 1.21
O 0.3428 0.6637 4.1169 -0.25 0.15 -0.52
C 0.8536 -0.0772 1.8601 0.66 -0.34 -0.36
C 1.8454 1.0809 1.7611 -0.29 0.90 0.00
C 1.6873 2.0396 0.5633 0.28 -0.54 0.23
C 1.5413 1.3930 -0.8028 -0.04 0.62 -0.65
C 1.1658 2.4456 -1.8700 0.01 0.07 0.56
O -0.0339 2.1267 -2.5445 -0.12 0.03 -0.27
C 1.4462 -1.3108 1.0903 -0.67 0.20 -0.13
O 1.1725 -2.5546 1.7020 0.45 0.08 0.21
C 2.0860 -3.0240 2.6261 0.04 -0.73 0.25
C 3.1765 -2.3122 3.1113 0.26 -0.06 0.10
C 4.0215 -2.8810 4.0725 -0.55 -0.46 -0.13
C 3.7740 -4.1608 4.5699 -0.16 0.71 -0.53
C 2.6787 -4.8655 4.0761 0.00 0.29 -0.04
C 1.8360 -4.3125 3.1130 0.43 0.15 0.35
H -2.1461 5.2088 0.0319 -0.03 0.21 -0.01
H -1.4442 4.1677 -1.2449 0.13 0.10 -0.19
H -0.5753 4.3696 0.2730 0.19 0.21 -0.01
H -0.5497 2.0893 2.0529 0.06 0.02 0.17
H -2.1063 1.2419 2.1027 -0.14 -0.03 0.08
H -2.5958 -2.3222 1.5943 0.07 -0.14 0.02
H -2.4364 -2.2228 -0.7984 0.13 -0.26 0.08
H -1.7867 -0.5950 -0.7072 0.13 0.22 0.12
H -4.4378 -1.3042 -1.2280 -0.04 -0.33 0.01
H -3.8044 0.6872 -1.7993 -0.01 0.10 -0.08
H -0.1557 -2.9097 4.6593 0.11 0.43 -0.04
H -2.3330 -2.3945 4.5998 0.12 0.17 0.08
H 1.0964 -1.1703 3.7934 0.14 -0.26 -0.31
H -0.2542 0.4504 4.8409 0.05 0.09 0.18
H 1.7848 1.6797 2.6661 -0.04 0.06 0.12
H 2.8602 0.7015 1.7407 0.11 -0.39 0.05
H 2.5833 2.6560 0.5458 0.12 0.17 0.09
H 0.8726 2.7230 0.7657 -0.24 0.10 -0.19
H 0.7422 0.6635 -0.8417 -0.08 -0.21 0.13
H 2.4659 0.9274 -1.1338 0.11 -0.34 0.21
H 1.9872 2.6160 -2.5591 0.06 -0.10 -0.20
H 0.9916 3.3931 -1.3627 -0.09 0.19 0.01
H 0.1957 1.6709 -3.3596 0.09 -0.16 0.01
H 0.9166 -1.3315 0.1443 -0.02 -0.13 -0.23
H 2.4916 -1.1781 0.8414 0.27 -0.06 0.27
H 3.4003 -1.3156 2.7626 -0.01 0.10 -0.05
H 4.8618 -2.3134 4.4352 0.12 0.11 0.03
H 4.4264 -4.5708 5.3207 0.04 -0.19 0.10
H 2.4792 -5.8529 4.4612 -0.10 -0.15 -0.06
H 0.9846 -4.8700 2.7618 -0.15 -0.02 -0.18
C -3.6506 7.3308 -3.3395 0.11 0.00 -0.08
O -3.9271 6.4113 -4.0835 -0.02 -0.05 0.03
N -4.2043 7.5240 -2.1262 0.02 0.11 0.18
C -3.8275 8.6321 -1.2716 -0.15 -0.16 -0.02
C -5.2141 6.5822 -1.6693 0.13 0.00 -0.21
H -2.8990 8.0961 -3.5997 -0.02 0.02 0.01
H -3.4276 8.2623 -0.3246 0.02 0.07 0.02
H -4.6943 9.2619 -1.0635 0.04 0.06 0.04
H -3.0665 9.2359 -1.7611 0.01 -0.01 -0.03
H -4.7918 5.5769 -1.6402 -0.10 -0.04 0.04
H -6.0548 6.5770 -2.3628 -0.04 -0.06 0.05
H -5.5594 6.8643 -0.6783 0.03 0.04 0.01
C 3.0726 0.4654 -4.5642 -0.11 -0.01 -0.08
O 2.3433 0.2066 -3.6164 -0.04 0.06 0.00
N 4.3927 0.2484 -4.5883 0.12 0.02 -0.05
C 5.2092 0.5742 -5.7452 0.03 -0.08 0.17
C 5.0259 -0.3342 -3.4161 -0.16 0.02 -0.01
H 2.6874 0.9072 -5.4968 0.01 0.00 0.00
H 5.6947 -0.3249 -6.1266 0.02 0.03 -0.05
H 5.9752 1.3008 -5.4711 0.02 0.01 -0.06
H 4.5883 0.9979 -6.5307 -0.03 0.00 0.01
H 4.5902 -1.3101 -3.2011 0.03 -0.01 0.03
H 4.8700 0.3078 -2.5483 0.04 -0.02 0.03
H 6.0911 -0.4447 -3.5972 0.01 0.01 -0.03
C 0.5791 -7.4530 0.5454 0.00 -0.06 0.10
O 1.0153 -8.5732 0.3944 0.02 0.00 -0.03
N 0.5018 -6.5217 -0.4289 -0.06 0.12 0.02
C -0.0260 -5.1988 -0.1800 0.11 -0.12 -0.21
C 0.9672 -6.8713 -1.7613 0.00 -0.10 0.13
H 0.1993 -7.0917 1.5188 -0.02 0.02 -0.02
H -0.8991 -5.0171 -0.8146 -0.01 0.08 0.04
H 0.7365 -4.4464 -0.3983 -0.08 0.09 0.04
H -0.3243 -5.1011 0.8620 -0.03 0.00 0.00
H 0.4024 -7.7206 -2.1457 0.03 0.00 -0.05
H 2.0199 -7.1527 -1.7294 0.00 -0.01 -0.05
H 0.8390 -6.0197 -2.4249 -0.02 0.03 0.02
```
Positions in Å, forces in eV/Å.

***

2.
Molecular formula: C29H51MnNO2SSi2
Method: DFT, wB97M-V/def2-TZVPD

Values from the calculation:
energy relative to the best compared isomer or geometry (same formula, charge and spin) = 95.95 kcal/mol
spin multiplicity = 6
net charge = 0
lowest unoccupied orbital energy (alpha / beta) = -0.17 / -0.17 eV
highest occupied orbital energy (alpha / beta) = -3.794 / -6.672 eV
E_tot = -3468.8446 Ha
HOMO-LUMO gap (alpha / beta) = 0.133 / 0.239 Ha

```
87
Properties=species:S:1:pos:R:3:forces:R:3
O -1.5858 -3.1764 -1.8487 -0.15 -0.90 1.11
O -2.6066 -1.2933 -2.9604 -0.32 0.32 -0.45
C -0.1278 -3.2469 -1.8613 0.26 0.34 0.15
C 0.2750 -4.5787 -1.3044 0.39 -0.44 0.31
H 0.2323 -2.4274 -1.2303 0.08 -0.01 -0.32
H 0.2190 -3.1049 -2.8879 -0.39 0.04 0.13
H 0.4078 -4.5281 -0.2341 0.06 -0.01 0.36
H 1.2319 -4.8849 -1.7051 0.23 0.00 -0.18
H -0.4320 -5.3809 -1.4977 -0.17 0.06 -0.31
C -2.1873 -3.1369 -0.4434 0.79 0.39 -0.73
C -3.5901 -3.6047 -0.6320 -0.63 -0.03 0.06
H -2.0735 -2.0945 -0.0910 -0.04 -0.55 -0.14
H -1.5355 -3.7946 0.1303 -0.32 0.07 0.00
H -4.1900 -2.8040 -1.0666 0.05 -0.29 -0.02
H -4.0632 -3.8826 0.3117 0.18 0.04 0.02
H -3.6168 -4.4683 -1.3011 0.02 0.02 0.17
C -3.4276 -0.1127 -2.6666 0.45 0.31 -0.52
C -2.3803 -1.6111 -4.3511 -0.03 0.34 -0.27
C -4.0127 -0.1838 -1.2908 -0.40 -0.39 0.69
H -4.2381 -0.0756 -3.4051 0.23 -0.02 -0.01
H -2.7738 0.7742 -2.7843 -0.37 -0.51 0.03
H -4.7524 -0.9970 -1.2091 0.37 0.23 -0.04
H -4.5917 0.7172 -1.0659 0.32 0.08 -0.17
H -3.2498 -0.2909 -0.5042 -0.22 0.10 -0.29
C -3.2277 -2.7895 -4.7628 -0.70 -0.16 -0.15
H -1.3244 -1.8790 -4.4578 0.02 0.30 0.07
H -2.5802 -0.7187 -4.9678 0.15 -0.34 0.25
H -3.1042 -3.6479 -4.0925 0.13 0.16 -0.10
H -3.0071 -3.1188 -5.7814 0.16 0.09 0.10
H -4.2880 -2.5236 -4.7506 0.03 0.00 0.06
H -2.0402 -2.4395 -2.3959 0.01 0.91 0.42
Mn 0.9727 1.2206 1.0633 0.30 0.63 1.03
C 0.3542 0.6836 -0.5830 -1.61 -1.91 -3.88
Si 0.9498 1.2295 -2.2900 -0.31 -0.16 1.80
H -0.7351 0.9092 -0.5075 0.35 -0.23 -0.13
H 0.4744 -0.4409 -0.5645 -0.18 0.71 0.10
C 1.4964 -0.2394 -3.3231 0.37 0.12 -0.31
C 2.3517 2.4304 -2.0014 0.25 0.16 -0.73
C -0.4474 2.0549 -3.2102 -0.12 0.29 -0.30
C 2.6365 0.2366 1.0633 1.09 -0.76 -0.09
Si 3.7372 1.4448 1.9649 -0.05 -0.78 -0.25
H 2.9786 0.0165 0.0398 0.21 -0.01 0.26
H 2.4690 -0.7123 1.6064 0.40 0.36 -0.10
C 4.1566 2.9391 0.9070 0.22 0.09 -0.15
C 5.2975 0.4921 2.3847 0.44 0.24 0.20
C 2.9333 2.1047 3.5315 0.07 0.03 0.22
H -0.0309 2.8718 -3.8112 -0.27 -0.03 -0.04
H -1.1868 2.4685 -2.5144 0.15 0.04 -0.13
H -0.9505 1.3531 -3.8867 0.05 0.11 0.03
H 2.3911 -0.6999 -2.8870 -0.12 -0.03 -0.10
H 1.7532 0.1270 -4.3288 0.01 -0.26 0.13
H 0.7134 -1.0017 -3.4218 0.08 0.22 0.02
H 3.2887 1.8814 -1.8143 -0.28 0.25 -0.02
H 2.1664 3.1199 -1.1627 0.00 -0.37 -0.31
H 2.4715 3.0280 -2.9197 0.27 -0.01 0.26
H 5.6299 -0.0955 1.5189 -0.08 0.15 0.16
H 5.1158 -0.2015 3.2157 0.02 0.11 -0.14
H 6.1071 1.1747 2.6713 0.05 -0.19 0.06
H 2.4676 1.3130 4.1328 0.09 0.10 -0.10
H 2.1696 2.8708 3.3346 0.13 -0.17 0.00
H 3.7205 2.5708 4.1422 -0.18 -0.02 -0.04
H 4.9935 3.4758 1.3703 -0.08 0.00 -0.05
H 3.3195 3.6429 0.8244 0.07 -0.14 0.04
H 4.4631 2.6585 -0.1090 -0.01 0.07 0.25
S -0.9323 1.4530 4.9299 -0.03 -0.44 0.53
C -0.3224 -0.2038 4.7927 0.13 -0.28 0.64
C -0.0636 -1.1073 5.8179 -0.16 0.10 -0.48
C 0.5525 -2.3238 5.4929 -0.02 -0.12 0.06
C 0.8634 -2.6514 4.1637 -0.41 0.43 0.09
C 0.5974 -1.7402 3.1340 -0.10 -0.40 0.29
C 0.0670 -0.4922 3.4786 0.53 1.78 -0.63
N 0.0361 0.6482 2.6649 -0.56 -1.82 1.06
C -0.5274 1.7265 3.2716 -0.27 1.03 -0.59
C -0.6436 2.9463 2.5069 -0.02 -0.11 0.68
C -1.2280 4.1458 2.9638 -0.09 0.07 0.12
C -1.3194 5.2386 2.1013 0.07 -0.23 0.30
C -0.8430 5.1338 0.7972 0.22 -0.05 -0.98
C -0.2163 3.9468 0.3437 -0.60 0.74 0.78
C -0.0598 2.8844 1.2118 -0.26 0.49 -0.18
H -0.3302 -0.8242 6.8326 0.16 -0.29 -0.03
H 0.7916 -3.0270 6.2890 -0.07 0.12 -0.17
H 1.3159 -3.6155 3.9362 -0.09 0.20 0.06
H 0.8070 -1.9797 2.0884 0.09 0.18 0.37
H -1.5845 4.2012 3.9956 -0.06 0.13 -0.28
H -1.7532 6.1822 2.4449 0.10 -0.35 -0.08
H -0.9376 5.9715 0.0989 -0.01 -0.14 0.33
H 0.1437 3.8639 -0.6840 -0.04 0.23 0.19
```
Positions in Å, forces in eV/Å.

***

3.
Molecular formula: C29H51O16V
Method: DFT, wB97M-V/def2-TZVPD

Values from the calculation:
energy relative to the best compared isomer or geometry (same formula, charge and spin) = 0.00 kcal/mol
spin multiplicity = 2
net charge = +1
lowest unoccupied orbital energy (alpha / beta) = -6.54 / -5.94 eV
highest occupied orbital energy (alpha / beta) = -12.299 / -12.299 eV
E_tot = -3283.1778 Ha
HOMO-LUMO gap (alpha / beta) = 0.212 / 0.234 Ha

```
97
Properties=species:S:1:pos:R:3:forces:R:3
O 2.6520 -1.5761 -2.6637 0.50 -3.06 2.47
V 2.3593 -2.7242 -1.5980 -4.33 6.53 -1.49
C 1.0220 -0.2185 0.1591 -0.22 0.96 -1.17
O 1.2654 -1.5381 -0.1792 1.99 -3.31 -1.18
H 0.5624 0.3000 -0.6970 0.13 0.02 -0.10
H 0.2459 -0.1227 0.9260 0.20 -0.48 0.31
H 1.9099 0.3502 0.4330 0.10 -0.13 0.22
O -3.5738 -3.1446 1.4287 -0.17 -0.55 -0.06
C -2.6574 -3.0786 2.2087 0.07 1.03 -0.19
O -2.5265 -3.7379 3.3399 0.49 -0.18 0.78
C -3.4575 -4.7282 3.7325 -1.16 -1.36 -0.21
C -3.1430 -6.0957 3.1388 -0.26 -0.22 -0.14
C -1.5027 -2.1346 1.9799 0.27 0.41 0.01
H -4.4884 -4.4885 3.4666 0.19 0.51 -0.27
H -3.4653 -4.8329 4.8150 0.46 0.48 0.06
H -3.0982 -6.0849 2.0483 0.30 0.23 0.02
H -3.9710 -6.7793 3.3431 -0.01 0.10 0.26
H -2.2516 -6.5467 3.5727 0.14 0.13 -0.16
H -0.9274 -1.8390 2.8545 -0.18 -0.51 0.27
H -1.9016 -1.1942 1.6001 -0.10 -0.20 -0.34
H -0.8238 -2.5910 1.2585 0.03 0.09 -0.12
O -2.5187 1.5081 -2.4698 -0.28 -0.55 -0.18
C -2.3332 2.6752 -2.2403 0.79 0.04 0.37
O -2.8598 3.6734 -2.9252 -0.03 0.58 0.12
C -3.8260 3.3750 -3.9364 -0.44 -0.60 -0.50
C -4.1542 4.6636 -4.6657 -0.24 -0.05 0.94
C -1.4288 3.1718 -1.1285 -0.28 0.23 -0.66
H -4.6961 2.9177 -3.4568 -0.03 0.19 0.02
H -3.4354 2.5991 -4.6007 0.19 0.19 -0.01
H -3.2245 5.1683 -4.9179 -0.12 0.03 -0.41
H -4.7169 5.3119 -3.9900 0.16 0.09 0.02
H -4.8202 4.4930 -5.5076 0.32 -0.12 -0.26
H -0.8447 2.3367 -0.7577 -0.13 -0.01 0.28
H -2.0727 3.6409 -0.3849 0.18 -0.15 0.27
H -0.7595 3.9453 -1.5046 -0.04 0.02 -0.03
O 0.8201 2.4607 -5.5709 -0.55 -0.11 0.11
C 0.9255 1.6475 -4.6929 0.10 -0.20 -0.58
O 0.1785 0.5323 -4.5501 0.09 -0.38 0.38
C -0.9905 0.3710 -5.3488 -0.37 0.54 -0.95
C -0.7263 0.0111 -6.8057 0.46 0.88 -0.12
C 1.9797 1.6810 -3.6471 -0.12 -0.19 0.64
H -1.5367 1.3152 -5.2974 -0.09 -0.09 -0.04
H -1.6077 -0.4084 -4.9058 0.20 0.07 0.41
H -1.5970 0.2920 -7.4009 -0.25 -0.61 0.09
H -0.4061 -1.0187 -6.9412 -0.25 -0.08 -0.07
H 0.0332 0.6669 -7.2387 0.19 -0.11 0.29
H 2.6666 0.8547 -3.8317 0.24 0.24 -0.08
H 1.5190 1.4619 -2.6803 0.07 0.15 0.02
H 2.4482 2.6592 -3.6426 0.24 -0.13 -0.02
O -2.3096 0.2145 3.7256 -0.20 -0.33 0.01
C -1.4819 1.0693 3.6938 0.20 0.75 0.09
O -0.5128 1.1915 4.6330 0.19 -0.55 -0.15
C 0.4305 2.2389 4.3263 -0.28 -0.31 0.17
C 0.0768 2.7127 2.9226 0.66 1.03 0.14
C -1.3432 2.2036 2.6957 1.00 0.52 -0.19
H 1.4489 1.8567 4.3851 -0.10 -0.20 0.15
H 0.2997 2.9863 5.1070 0.06 0.19 -0.16
H 0.8209 2.4155 2.1795 -0.19 -0.49 0.04
H 0.1732 3.8009 2.9256 -0.33 -0.01 -0.19
H -1.4743 1.9086 1.6580 -0.48 -0.18 0.12
H -2.0053 3.0295 2.9540 -0.48 -0.35 -0.06
O 3.2964 -3.1779 6.3135 0.00 0.14 -0.78
C 3.1293 -2.7684 5.1965 0.57 -0.44 1.54
O 1.9081 -2.4936 4.7238 -0.79 0.33 -0.59
C 1.9899 -1.9391 3.4224 -0.41 1.78 -0.69
C 3.4559 -1.5207 3.1887 -0.03 -1.60 -0.77
C 4.1667 -2.4758 4.1475 0.64 0.53 -0.13
H 1.3869 -1.0304 3.3010 -0.27 -0.10 0.80
H 1.5307 -2.5793 2.6645 0.57 -0.59 0.16
H 3.7128 -0.4774 3.3573 -0.40 0.04 0.35
H 3.6857 -1.7336 2.1407 0.23 0.10 0.03
H 5.0568 -2.0348 4.5911 -0.04 -0.15 0.17
H 4.4679 -3.4253 3.7009 -0.09 0.04 -0.12
O 4.5897 4.5444 3.6105 -0.08 0.16 0.25
C 4.6814 3.6683 2.8108 0.78 0.28 0.54
O 3.6850 3.3816 1.9606 -0.81 -0.66 -0.69
C 4.0321 2.2841 1.1068 0.79 -0.03 -0.31
C 5.5542 2.1510 1.1920 0.69 -0.23 0.70
C 5.8515 2.7369 2.5677 -0.10 0.43 0.34
H 3.7236 2.5340 0.0940 -0.29 -0.09 0.06
H 3.5931 1.3398 1.4375 -0.43 0.25 0.16
H 6.0682 2.7015 0.4067 -0.06 0.03 -0.01
H 5.9243 1.1260 1.2139 -0.28 -0.10 -0.55
H 6.7917 3.2673 2.7011 -0.05 0.12 -0.29
H 5.8474 2.0067 3.3823 -0.17 -0.20 -0.17
O 0.3914 -2.9025 -2.7511 2.41 -0.68 0.28
C -0.8175 -2.7642 -2.7511 -1.21 -0.31 0.41
O -1.5436 -3.1723 -3.7792 0.73 0.19 0.35
C -2.9740 -3.0464 -3.4928 0.21 0.63 0.12
C -3.0205 -2.1162 -2.2809 -0.98 -0.31 -0.27
C -1.6820 -2.3150 -1.6158 -0.28 0.32 0.47
H -3.3698 -4.0453 -3.3251 0.07 -0.01 -0.02
H -3.4206 -2.5784 -4.3653 -0.05 -0.28 -0.10
H -3.8800 -2.3536 -1.6545 0.15 0.07 0.14
H -3.1336 -1.0921 -2.6372 0.13 0.07 0.17
H -1.6576 -3.1010 -0.8528 -0.22 -0.22 -0.21
H -1.3895 -1.4269 -1.0594 0.53 0.06 -0.40
```
Positions in Å, forces in eV/Å.